{
  "formula": "C33H56InN6O3S2Si",
  "method": "ωB97M-V/def2-TZVPD",
  "charge": 1,
  "e_above_lowest_kj_mol": 0.0,
  "symbols": ["In", "C", "N", "C", "C", "O", "C", "O", "C", "C", "O", "N", "C", "C", "H", "H", "H", "H", "H", "H", "H", "H", "H", "H", "H", "H", "H", "H", "H", "H", "C", "S", "C", "S", "N", "N", "C", "C", "C", "C", "C", "C", "N", "H", "H", "H", "H", "H", "H", "H", "H", "C", "C", "C", "C", "Si", "C", "C", "C", "C", "C", "C", "C", "C", "H", "H", "H", "H", "H", "H", "H", "H", "H", "H", "H", "H", "H", "H", "H", "H", "H", "H", "H", "H", "H", "H", "H", "H", "H", "H", "H", "C", "C", "C", "N", "C", "C", "H", "H", "H", "H", "H"],
  "positions_angstrom": [[0.764, -0.589, -0.562], [4.766, 1.311, -1.362], [4.509, 1.333, 0.076], [5.684, 1.311, 0.937], [3.278, 1.068, 0.500], [2.356, 0.934, -0.327], [3.057, 0.894, 1.988], [1.705, 0.690, 2.282], [1.135, 1.643, 3.142], [0.713, 2.898, 2.375], [1.086, 3.059, 1.220], [-0.057, 3.780, 3.046], [-0.608, 3.502, 4.364], [-0.577, 4.945, 2.349], [5.708, 1.819, -1.551], [3.967, 1.821, -1.890], [4.825, 0.280, -1.720], [6.373, 2.089, 0.617], [6.186, 0.343, 0.869], [5.425, 1.500, 1.973], [3.452, 1.768, 2.512], [3.625, 0.014, 2.311], [1.828, 1.915, 3.948], [0.276, 1.168, 3.607], [0.127, 3.031, 5.013], [-1.498, 2.868, 4.310], [-0.890, 4.446, 4.826], [-0.012, 5.088, 1.434], [-0.475, 5.826, 2.981], [-1.634, 4.810, 2.102], [3.617, -4.912, 1.341], [2.748, -5.123, -0.220], [2.376, -3.488, -0.710], [2.879, -2.108, 0.197], [1.713, -3.459, -1.835], [1.400, -2.187, -2.202], [1.293, -1.911, -3.437], [1.171, -0.487, -3.779], [1.194, -0.052, -5.096], [1.307, 1.307, -5.345], [1.414, 2.179, -4.274], [1.344, 1.663, -2.990], [1.197, 0.365, -2.744], [3.709, -5.916, 1.751], [3.045, -4.292, 2.026], [4.607, -4.490, 1.190], [1.431, -2.665, -4.207], [1.157, -0.773, -5.901], [1.335, 1.677, -6.361], [1.539, 3.242, -4.420], [1.407, 2.306, -2.123], [0.086, -3.512, 1.794], [-1.091, -2.561, 2.041], [-2.284, -3.439, 2.469], [-0.675, -1.674, 3.223], [-1.557, -1.507, 0.492], [-2.693, -0.008, 0.974], [-3.452, 0.591, -0.217], [-3.771, -0.417, 1.998], [-1.860, 1.117, 1.597], [-2.307, -2.552, -0.941], [-1.573, -3.886, -1.133], [-2.245, -1.782, -2.269], [-3.783, -2.899, -0.661], [0.215, -4.140, 2.683], [1.014, -2.966, 1.644], [-0.059, -4.179, 0.947], [-2.020, -3.941, 3.406], [-2.492, -4.220, 1.738], [-3.204, -2.885, 2.646], [-0.371, -2.321, 4.053], [-1.480, -1.040, 3.592], [0.182, -1.048, 2.964], [-4.199, -0.088, -0.622], [-2.787, 0.894, -1.019], [-3.989, 1.481, 0.130], [-4.412, -1.218, 1.626], [-4.414, 0.449, 2.183], [-3.362, -0.726, 2.958], [-1.032, 1.428, 0.954], [-1.450, 0.818, 2.559], [-2.498, 1.993, 1.765], [-0.507, -3.771, -1.335], [-2.012, -4.404, -1.993], [-1.687, -4.545, -0.273], [-1.234, -1.432, -2.503], [-2.905, -0.916, -2.277], [-2.556, -2.446, -3.082], [-3.908, -3.477, 0.254], [-4.156, -3.516, -1.485], [-4.428, -2.025, -0.599], [-2.182, 4.118, -3.489], [-1.578, 4.159, -2.241], [-1.174, 2.967, -1.660], [-1.335, 1.777, -2.242], [-1.919, 1.751, -3.437], [-2.355, 2.887, -4.101], [-2.514, 5.028, -3.973], [-1.420, 5.095, -1.723], [-0.678, 2.976, -0.692], [-2.045, 0.770, -3.887], [-2.823, 2.803, -5.073]]
}

{
  "formula": "C4H3ClF2",
  "method": "ωB97M-V/def2-TZVPD",
  "charge": 0,
  "e_above_lowest_kj_mol": 83.2,
  "smiles": "C=C(F)/C=C(\\F)Cl",
  "symbols": ["C", "C", "F", "C", "C", "F", "Cl", "H", "H", "H"],
  "positions_angstrom": [[1.041, 2.618, 0.165], [0.360, 1.640, -0.273], [0.198, 1.639, -1.626], [-0.116, 0.580, 0.470], [-0.151, -0.767, 0.146], [-0.277, -1.242, -1.112], [-0.498, -2.059, 1.128], [0.937, 2.830, 1.296], [1.449, 3.491, -0.398], [-0.024, 0.672, 1.525]]
}

{
  "formula": "C24H26N2O6S",
  "method": "ωB97M-V/def2-TZVPD",
  "charge": 0,
  "e_above_lowest_kj_mol": 75.3,
  "smiles": "CCOc1ccccc1N(CC(=O)Nc1ccc(OC)c(OC)c1)S(=O)(=O)c1ccccc1",
  "symbols": ["C", "C", "O", "C", "C", "C", "C", "C", "C", "N", "C", "C", "O", "N", "C", "C", "C", "C", "O", "C", "C", "O", "C", "C", "S", "O", "O", "C", "C", "C", "C", "C", "C", "H", "H", "H", "H", "H", "H", "H", "H", "H", "H", "H", "H", "H", "H", "H", "H", "H", "H", "H", "H", "H", "H", "H", "H", "H", "H"],
  "positions_angstrom": [[0.982, 1.431, -2.653], [1.158, 2.045, -1.269], [0.140, 1.628, -0.377], [-1.118, 2.091, -0.517], [-1.511, 3.174, -1.299], [-2.836, 3.574, -1.330], [-3.796, 2.908, -0.591], [-3.422, 1.825, 0.186], [-2.101, 1.417, 0.228], [-1.762, 0.263, 0.980], [-1.154, 0.403, 2.287], [0.327, 0.817, 2.227], [0.718, 1.879, 2.658], [1.085, -0.155, 1.671], [2.399, -0.062, 1.205], [3.285, 0.932, 1.595], [4.559, 0.936, 1.061], [4.986, -0.014, 0.139], [6.270, 0.159, -0.299], [6.964, -0.894, -0.928], [4.079, -1.009, -0.273], [4.484, -1.917, -1.220], [3.573, -2.903, -1.638], [2.808, -1.022, 0.282], [-1.571, -1.113, 0.072], [-0.898, -2.089, 0.893], [-1.023, -0.847, -1.225], [-3.286, -1.578, -0.122], [-3.900, -2.314, 0.872], [-5.249, -2.608, 0.758], [-5.964, -2.155, -0.341], [-5.336, -1.417, -1.331], [-3.986, -1.124, -1.223], [0.737, 0.378, -2.538], [0.171, 1.909, -3.198], [1.901, 1.533, -3.223], [2.078, 1.677, -0.807], [1.210, 3.140, -1.313], [-0.787, 3.717, -1.884], [-3.116, 4.418, -1.943], [-4.827, 3.224, -0.621], [-4.152, 1.281, 0.767], [-1.241, -0.566, 2.785], [-1.710, 1.159, 2.848], [0.587, -0.981, 1.353], [2.975, 1.688, 2.295], [5.269, 1.694, 1.351], [8.000, -0.560, -0.984], [6.911, -1.816, -0.345], [6.589, -1.085, -1.936], [4.104, -3.485, -2.390], [2.676, -2.464, -2.086], [3.282, -3.561, -0.812], [2.089, -1.769, -0.016], [-3.313, -2.655, 1.709], [-5.742, -3.186, 1.524], [-7.016, -2.383, -0.426], [-5.896, -1.069, -2.186], [-3.462, -0.557, -1.976]]
}

{
  "formula": "C24H26BF5N8OS2V",
  "method": "ωB97M-V/def2-TZVPD",
  "s_squared": 3.79,
  "spin_multiplicity": 4,
  "charge": 2,
  "e_above_lowest_kj_mol": 67.0,
  "symbols": ["V", "C", "C", "N", "N", "C", "B", "N", "C", "C", "C", "N", "N", "C", "C", "C", "N", "N", "C", "C", "C", "N", "H", "H", "H", "H", "H", "H", "H", "H", "H", "H", "H", "H", "C", "C", "C", "S", "O", "C", "C", "C", "H", "H", "H", "H", "H", "H", "H", "H", "H", "H", "H", "H", "H", "H", "F", "C", "C", "F", "C", "F", "C", "S", "C", "F", "C", "F"],
  "positions_angstrom": [[0.535, -0.008, -0.184], [4.757, -0.139, -0.318], [3.607, 0.619, -0.432], [2.549, -0.091, -0.012], [3.008, -1.316, 0.377], [4.330, -1.360, 0.179], [2.047, -2.420, 0.951], [1.142, -1.722, 2.023], [0.946, -2.073, 3.299], [0.061, -1.180, 3.877], [-0.253, -0.293, 2.861], [0.396, -0.627, 1.736], [1.091, -2.875, -0.197], [0.884, -4.040, -0.818], [-0.094, -3.867, -1.789], [-0.441, -2.535, -1.714], [0.270, -1.929, -0.748], [2.837, -3.511, 1.586], [3.814, -3.374, 2.534], [4.088, -4.614, 3.034], [3.228, -5.478, 2.321], [2.470, -4.818, 1.472], [5.762, 0.152, -0.568], [3.482, 1.625, -0.798], [4.892, -2.251, 0.401], [1.442, -2.933, 3.718], [-0.302, -1.179, 4.888], [-0.913, 0.560, 2.880], [1.435, -4.912, -0.512], [-0.495, -4.617, -2.447], [-1.165, -1.980, -2.286], [4.221, -2.410, 2.794], [4.808, -4.874, 3.790], [3.133, -6.548, 2.404], [-0.923, 4.472, 2.750], [-1.970, 4.636, 1.656], [-1.612, 3.887, 0.371], [-1.705, 2.103, 0.610], [-0.579, 1.550, -0.351], [-3.239, 1.700, -0.225], [-4.448, 2.233, 0.547], [-4.580, 1.678, 1.961], [-1.216, 5.023, 3.642], [0.045, 4.856, 2.425], [-0.794, 3.427, 3.042], [-2.065, 5.689, 1.384], [-2.954, 4.328, 2.015], [-0.570, 4.062, 0.096], [-2.251, 4.141, -0.475], [-3.255, 0.608, -0.267], [-3.181, 2.101, -1.237], [-5.321, 1.958, -0.047], [-4.431, 3.324, 0.557], [-4.531, 0.588, 1.964], [-5.538, 1.967, 2.388], [-3.802, 2.055, 2.629], [-2.386, 1.339, -7.075], [-1.584, 1.127, -6.069], [-0.220, 1.382, -6.200], [0.250, 1.841, -7.340], [0.613, 1.151, -5.129], [1.896, 1.398, -5.260], [0.119, 0.668, -3.885], [1.216, 0.415, -2.632], [-1.269, 0.406, -3.812], [-1.776, -0.109, -2.690], [-2.109, 0.631, -4.866], [-3.404, 0.381, -4.774]]
}

{
  "formula": "C6H11N",
  "method": "ωB97M-V/def2-TZVPD",
  "charge": 0,
  "e_above_lowest_kj_mol": 244.0,
  "smiles": "C=CNC/C=C/C",
  "symbols": ["C", "C", "N", "C", "C", "C", "C", "H", "H", "H", "H", "H", "H", "H", "H", "H", "H", "H"],
  "positions_angstrom": [[-0.788, -2.519, 1.808], [-0.690, -1.496, 0.941], [-0.973, -1.350, -0.394], [-0.594, -0.155, -1.167], [-0.010, 0.961, -0.398], [1.238, 1.444, -0.511], [1.613, 2.855, -0.208], [-1.446, -3.320, 1.477], [-0.127, -2.528, 2.655], [0.089, -0.775, 1.227], [-0.985, -2.135, -1.023], [-1.493, 0.267, -1.633], [0.045, -0.438, -2.016], [-0.593, 1.412, 0.411], [2.005, 0.831, -0.983], [0.951, 3.510, -0.757], [2.684, 3.060, -0.273], [1.491, 3.068, 0.870]]
}

What electronic energy values result from the calculations? In sequence: -3121.156956 -814.059125 -1889.260034 -3707.560681 -289.878729 Eh.